{
  "formula": "C3H5NOS",
  "method": "ωB97M-V/def2-TZVPD",
  "symbols": ["C", "H", "S", "H", "C", "O", "C", "H", "H", "N", "H"],
  "xyz": [[0.949472, -1.044300, 1.071959], [3.176003, 2.288139, 0.840113], [-1.015076, 0.882089, 0.542794], [0.303170, -1.206794, 1.846876], [0.438848, 0.157537, 0.331928], [1.192270, 1.068502, 2.965847], [1.948988, 1.614993, 2.319309], [1.108161, -2.036982, 0.467704], [1.247253, 0.568560, -0.263103], [2.855017, 2.222758, 1.843563], [1.959503, -0.907152, 1.369758]],
  "forces_ev_per_angstrom": [[0.53, -1.50, -3.08], [-0.82, -0.16, 2.02], [1.37, -0.73, -0.47], [-1.33, -0.83, 2.21], [-0.40, -0.21, 0.28], [-2.26, -1.31, 1.80], [1.16, 0.60, -0.30], [-0.90, 1.85, 0.51], [-0.33, 0.52, -0.61], [2.11, 1.21, -3.04], [0.87, 0.55, 0.67]],
  "charge": 0,
  "energy_ha": -645.445219,
  "gap_ev": [8.5, 8.5],
  "lumo_energy_ev": [-0.38, -0.38],
  "e_homo_ev": [-8.887, -8.887],
  "e_above_lowest_kj_mol": 174.5,
  "fmax_ev_per_a": 3.89
}

{
  "formula": "C6H14N2O2",
  "method": "ωB97M-V/def2-TZVPD",
  "symbols": ["H", "O", "N", "H", "H", "N", "C", "H", "C", "C", "H", "H", "C", "H", "H", "H", "H", "C", "H", "O", "H", "C", "H", "H"],
  "xyz": [[2.721909, -1.043142, 0.265750], [-1.178224, -1.085760, -0.720433], [-0.677447, -0.759574, 2.241610], [-2.475049, -1.725900, 1.709775], [-1.637937, 1.831806, -0.487595], [-0.414685, 1.973395, -2.119013], [0.956074, 0.129957, 0.637102], [1.260063, -1.724674, -0.446079], [1.236312, 1.192440, -0.425466], [0.198467, 0.813440, -1.472692], [-1.207331, 0.108428, 2.172870], [0.570155, 0.056967, -2.169191], [-1.387465, -1.785824, 1.812139], [-1.010046, -2.776151, 2.063369], [-0.936052, 1.715098, -2.949164], [1.116335, 0.519666, 1.634547], [0.997683, 2.183962, -0.033058], [-0.803614, 0.140952, -0.520628], [-1.309979, -1.585259, 0.291375], [-1.763479, 0.979208, -0.026711], [0.285118, 2.658735, -2.377941], [1.647156, -1.190682, 0.423029], [2.269809, 1.211664, -0.795060], [1.542230, -1.838752, 1.291462]],
  "forces_ev_per_angstrom": [[0.02, 0.03, -0.04], [-0.72, -1.94, 1.37], [-1.06, -1.66, -0.59], [0.04, 0.17, -0.45], [0.04, -0.04, 0.00], [-0.01, -0.07, -0.09], [-0.95, 0.44, -1.31], [0.00, -0.03, -0.03], [0.23, -0.16, -0.30], [-0.15, 0.07, 0.00], [-0.09, 0.02, -0.14], [-0.01, 0.04, -0.01], [0.42, 1.09, 2.49], [0.24, 0.01, -0.45], [0.07, 0.05, 0.01], [-0.23, -0.07, 0.07], [-0.04, 0.01, -0.03], [2.07, 0.59, 2.19], [0.40, 1.34, -2.63], [-0.15, 0.08, -0.10], [-0.05, -0.07, 0.01], [0.04, 0.05, 0.02], [-0.01, 0.07, -0.01], [-0.10, -0.02, 0.02]],
  "charge": 0,
  "energy_ha": -496.861346,
  "gap_ev": 7.9,
  "lumo_energy_ev": 0.37,
  "e_homo_ev": -7.575,
  "e_above_lowest_kj_mol": 515.1,
  "fmax_ev_per_a": 3.07
}

{
  "formula": "C7H14AgBr2F3GaP",
  "method": "ωB97M-V/def2-TZVPD",
  "symbols": ["H", "H", "F", "H", "C", "Br", "C", "F", "C", "F", "H", "Ga", "Ag", "C", "H", "H", "H", "H", "P", "C", "H", "H", "Br", "H", "H", "H", "C", "C", "H"],
  "xyz": [[-0.108870, 2.091642, -0.084878], [-0.684511, -1.230008, -4.114510], [3.695217, -2.180532, 1.689513], [-1.193318, -0.183088, -1.048206], [3.328219, -1.184600, 0.652676], [1.387070, -2.598523, -2.542854], [-1.346695, -1.258322, -3.141642], [3.791430, 0.175636, 1.114378], [-0.874835, 3.159014, 1.780328], [3.943252, -1.425719, -0.679376], [-0.770523, 0.317756, 4.021866], [1.235486, -1.156590, 0.393075], [-4.104419, -0.596067, -2.907010], [-0.712170, 1.772205, 0.881565], [-2.353478, -0.695109, -3.422025], [-1.546586, 2.899813, 2.713162], [-1.341508, 4.058298, 1.153225], [-1.534463, -2.338535, -2.731726], [0.428855, 0.519368, 1.806832], [0.927184, -0.836100, -1.623976], [0.112765, -1.313916, 3.534719], [0.727979, -2.588602, 0.919564], [-0.430152, 1.526918, -2.952257], [0.215358, 3.469189, 2.148954], [1.711656, -0.058709, -2.016727], [-1.602794, -0.854461, 2.687173], [-0.562736, -0.287108, -2.028455], [-0.606271, -0.444890, 3.145785], [-1.731141, 1.241041, 0.650828]],
  "forces_ev_per_angstrom": [[-1.47, -0.93, 1.78], [-1.66, -0.33, 1.84], [0.28, 2.67, -3.01], [1.09, 0.17, -1.97], [-0.33, 1.00, 0.17], [-0.31, 1.03, 0.21], [1.45, 0.40, 0.82], [-0.17, -3.81, -1.16], [0.16, -0.49, -0.06], [-0.25, 0.33, 3.72], [0.01, -1.67, -1.61], [0.15, -0.61, 0.18], [0.00, 0.04, 0.21], [0.17, 0.80, 0.07], [1.44, -0.51, -0.05], [1.35, 0.78, -1.80], [0.90, -2.02, 1.38], [0.42, 2.12, -0.89], [-0.42, 0.60, 0.68], [-0.08, 1.54, -1.13], [-1.77, 1.84, -0.93], [-0.06, 0.21, -0.27], [-0.32, -1.09, 0.71], [-2.48, -0.68, -0.77], [-1.49, -1.69, 0.54], [1.77, 0.59, 1.20], [-0.21, -1.77, -0.07], [0.23, 0.12, 0.09], [1.59, 1.36, 0.12]],
  "charge": 0,
  "energy_ha": -8135.551168,
  "gap_ev": 2.2,
  "lumo_energy_ev": -4.32,
  "e_homo_ev": -6.571,
  "fmax_ev_per_a": 4.03
}

{
  "formula": "C24H64B3F12N4O8",
  "method": "ωB97M-V/def2-TZVPD",
  "symbols": ["H", "F", "H", "H", "H", "O", "H", "N", "H", "C", "H", "F", "H", "F", "O", "C", "H", "H", "N", "C", "H", "O", "F", "C", "H", "H", "O", "H", "B", "H", "H", "H", "H", "H", "H", "C", "C", "H", "H", "H", "C", "F", "H", "H", "H", "H", "C", "H", "H", "H", "C", "H", "H", "F", "F", "C", "H", "C", "C", "H", "N", "F", "H", "H", "H", "C", "H", "H", "N", "H", "H", "H", "O", "C", "F", "C", "H", "H", "F", "H", "F", "H", "C", "H", "C", "H", "H", "C", "H", "H", "H", "O", "B", "H", "C", "C", "H", "H", "O", "H", "H", "H", "C", "C", "H", "O", "H", "H", "B", "H", "F", "C", "H", "H", "C"],
  "xyz": [[-2.072505, 4.693682, 1.215402], [-0.750426, -0.495549, 0.054289], [-3.566411, 4.119250, 0.420595], [-3.912332, -1.119221, -0.937434], [4.963070, 1.823577, -0.305879], [0.348755, -3.263639, 2.734124], [5.056204, 3.486629, -1.932662], [0.149883, -1.982321, -2.322963], [0.264174, -5.191347, 2.231457], [0.820194, -4.316443, 1.909145], [1.170829, -2.829561, -0.729994], [-0.058399, 1.098592, 1.499813], [2.079548, -2.236836, 3.031971], [-1.243555, -4.241595, -2.311181], [4.335375, 0.228949, -1.620226], [4.990864, 1.424629, -1.330652], [-1.960607, -4.999819, 7.248358], [-1.758527, -1.456220, 5.016083], [0.356806, -1.612605, 5.090146], [1.938588, 4.024119, -1.559866], [-2.428472, 5.433979, -1.164177], [-1.007046, -3.828760, 5.841859], [1.523475, 0.144302, 0.068369], [1.562028, 6.208233, -2.456926], [1.094325, -4.598879, -2.546998], [2.432917, -5.270483, -4.543211], [1.422821, 4.812514, -2.622220], [6.080988, 1.251151, -1.266125], [0.200713, 0.514808, 0.258404], [0.048333, -2.140509, -4.428361], [-2.392923, 2.029286, -0.143069], [-0.938748, -0.593513, 6.414203], [2.509438, 1.909180, -1.201643], [2.472020, 6.431660, -1.884757], [1.598047, 6.699661, -3.422841], [-0.853543, -0.268038, -3.748866], [-3.065800, 1.862477, 1.619252], [-0.186692, -5.354565, 6.973999], [0.609862, -4.195248, 0.844251], [-4.943899, -1.039928, 0.494800], [1.385715, -2.576689, -1.767345], [-1.558099, 1.356019, 5.207474], [1.392714, 2.212210, -2.536114], [4.309245, -1.641658, -0.963106], [1.897574, -4.437321, 2.051662], [-4.970746, 0.999171, 1.865670], [2.022502, -4.302966, -4.847550], [-0.657424, -0.924869, 3.430265], [3.333708, 3.301331, -3.605989], [-0.579176, -2.720055, -2.360413], [1.047111, -2.039912, 2.710470], [-2.088460, -2.724844, 7.222304], [-0.280909, -1.294497, -1.699788], [-1.816973, 3.607495, 4.821093], [-3.331830, -4.199292, -1.276599], [1.843145, -3.806836, -2.522894], [-0.665421, 0.547311, -3.037880], [4.802945, 2.521091, -2.365881], [-1.143666, -5.077482, 6.528038], [1.221548, -0.988731, -3.786340], [3.420964, 2.525952, -2.936398], [0.091206, 2.865414, 5.885075], [2.954343, 4.436763, -1.427785], [-2.540889, 0.910619, 1.679683], [0.481390, -2.633512, 5.081128], [-1.737999, 3.960811, -3.208563], [-5.008487, 2.425335, 0.841115], [-0.310816, -2.688322, 7.406983], [-2.214943, 2.649984, 0.667857], [2.156338, -1.806875, -1.792724], [-4.128610, -0.494803, -3.543486], [2.769093, -4.182918, -2.074690], [-4.238126, 0.810329, -0.148404], [-2.476169, 4.088837, 0.406395], [-1.520811, -3.175163, -0.330752], [-4.069130, -0.606449, 0.007726], [3.304243, 1.725164, -3.560614], [-1.209101, 2.454701, 0.719306], [-0.202619, 1.496729, -0.685987], [-3.058541, 2.299060, 2.618709], [-1.636633, -5.510491, -0.436564], [-3.252802, 0.089074, -4.931294], [-3.182051, -0.056814, -3.848341], [-0.799330, 0.205921, -4.738320], [-4.453196, 1.509992, 1.051296], [5.224503, -0.533364, 0.107109], [-0.832510, 4.757358, -0.822351], [-1.139056, -2.702199, 6.683455], [1.049498, -1.133476, 5.656999], [-3.024886, 0.887761, -3.318499], [5.484432, 2.414253, -3.209444], [-2.016235, 3.492213, -1.884891], [-1.968591, -4.302372, -1.058917], [2.601628, -4.040830, -5.729715], [0.389808, -1.079412, 3.659373], [-1.895189, 4.508416, -0.917650], [1.001237, -0.180978, 3.620285], [0.777396, 6.624681, -1.816048], [-2.081004, -0.901146, -3.541705], [1.318351, 4.170914, -0.678948], [1.084673, -1.591372, 1.715152], [0.955737, -4.383823, -5.050273], [4.320705, -0.661858, -0.490089], [-1.006375, -1.482071, 5.794527], [-3.182137, -0.795380, 0.614624], [2.272948, -3.354377, -3.811712], [-1.561916, 3.100337, -3.852195], [-2.512039, 4.574853, -3.670256], [-0.852086, 2.544768, 4.913509], [-1.432018, -5.792699, 5.759520], [-0.264710, 2.363423, 3.666356], [2.246623, 2.613648, -1.987244], [3.447624, -0.525289, 0.145670], [-0.795747, 4.491989, -3.055078], [0.199087, -1.354368, -3.696476]],
  "forces_ev_per_angstrom": [[-0.05, -0.14, 0.13], [0.68, -0.82, 0.00], [0.05, 0.59, -0.18], [-0.06, 0.43, -0.23], [-1.60, -0.14, 0.05], [-0.47, 0.38, 0.13], [-0.37, 0.06, 0.10], [-1.02, 0.02, -0.77], [0.20, -0.16, -0.01], [0.05, 0.16, 0.18], [-0.06, 0.05, -0.01], [0.79, -0.42, 0.04], [0.22, 0.17, -0.04], [-0.03, 0.03, -0.32], [-0.51, 0.80, 0.29], [2.14, 0.32, 0.74], [0.20, -0.16, 0.20], [-0.12, 0.24, 0.12], [-0.90, -0.06, -0.32], [1.76, 1.37, -0.57], [0.09, -0.02, -0.40], [-0.10, 0.07, 0.08], [-0.14, -0.13, -0.06], [0.36, 0.24, 1.18], [-0.14, 0.14, -0.16], [-0.31, -0.17, 0.02], [-0.14, -1.06, -0.86], [0.09, -0.18, -0.75], [-1.73, 0.65, 0.26], [-0.15, 0.09, -0.09], [-0.23, 1.07, -0.77], [-0.51, 0.30, -0.39], [-0.42, 0.28, 0.34], [0.21, 0.00, -0.36], [-0.15, -0.10, -0.06], [0.22, -0.17, -0.80], [0.32, -0.22, 1.16], [-0.18, -0.11, 0.25], [-0.17, 0.36, 0.06], [-0.05, 0.02, 0.00], [0.03, -0.05, 0.21], [0.08, -0.45, 0.34], [0.05, -0.17, 0.10], [0.05, -0.18, 0.40], [0.08, -0.23, 0.05], [-0.16, -0.44, -0.32], [0.67, -0.31, 0.54], [0.14, 0.43, -0.43], [0.06, 0.18, 0.28], [-0.01, -0.39, 0.15], [0.13, -1.15, 0.00], [-0.03, 0.21, -0.01], [0.30, -0.05, 0.60], [0.41, -0.50, -0.11], [0.18, 0.04, -0.14], [0.98, 0.58, -0.39], [-0.04, -0.15, 0.38], [0.19, -0.34, -0.08], [-0.13, 0.41, -0.66], [-0.10, 0.25, -0.33], [-0.37, 1.05, -0.97], [0.03, -0.40, -0.02], [-0.21, 0.27, 1.02], [0.19, 0.06, 0.26], [0.40, -0.01, -0.24], [0.91, -0.13, 0.83], [-0.21, -0.13, -0.24], [-0.16, -0.03, 0.24], [0.08, -1.32, -0.90], [0.01, -0.02, -0.01], [0.24, -0.29, 0.31], [-0.33, -0.20, 0.56], [-0.53, -0.27, -0.52], [-0.85, -1.26, 0.19], [0.24, -0.05, 0.15], [0.20, -0.01, 0.71], [0.07, -0.40, 0.56], [-0.07, 0.08, 1.14], [0.86, 0.65, -0.93], [-0.06, 0.20, -0.10], [0.10, 0.52, -0.04], [0.16, 0.23, 0.01], [0.23, 0.24, -0.04], [-0.10, -0.09, -0.17], [1.34, 1.07, 0.24], [0.11, -0.13, -0.10], [0.09, 0.11, 0.14], [0.44, -0.23, -0.31], [0.16, -0.23, 0.02], [-0.33, 0.16, -0.15], [-0.15, -0.27, -0.11], [-1.22, -0.01, -0.15], [-0.37, -0.46, 0.28], [-0.24, 0.43, -0.05], [0.16, -0.20, 0.28], [0.16, 0.26, -0.25], [-0.60, 0.41, 0.28], [-0.31, -0.07, -0.33], [-0.36, -0.15, 0.10], [0.19, -0.65, 0.28], [-0.12, 0.05, -0.02], [-0.06, -0.09, -0.15], [0.21, -0.30, -0.46], [0.89, -0.23, 0.46], [-0.02, -0.23, 0.04], [-0.55, -0.08, -0.49], [-0.06, -0.12, 0.14], [-0.14, 0.13, 0.37], [-1.00, 1.12, 0.09], [0.14, -0.12, 0.13], [0.45, 0.08, -0.41], [-0.95, -0.90, -0.35], [0.06, 0.14, -0.19], [-0.06, 0.32, -0.93], [0.68, 0.04, 1.05]],
  "charge": 1,
  "energy_ha": -3047.016316,
  "gap_ev": 9.1,
  "lumo_energy_ev": -2.93,
  "e_homo_ev": -12.051,
  "e_above_lowest_kj_mol": 0.0,
  "fmax_ev_per_a": 2.30
}

{
  "formula": "C3H7N3",
  "method": "ωB97M-V/def2-TZVPD",
  "symbols": ["H", "N", "C", "H", "H", "N", "H", "H", "H", "C", "N", "H", "C"],
  "xyz": [[1.910111, 1.056385, 0.576945], [-2.779593, -0.294863, 0.610343], [0.388558, -0.267448, -0.205104], [2.200486, -1.271999, -0.254958], [-0.651504, 0.089846, 1.183834], [1.197632, -1.350435, -0.325557], [0.763723, -2.220502, -0.597886], [0.379157, 1.852383, 0.180923], [-3.471398, 0.451983, 0.546466], [1.076297, 1.076746, -0.128355], [-0.872198, -0.407167, -0.747384], [1.450376, 1.319014, -1.128036], [-1.591648, -0.033943, 0.288768]],
  "forces_ev_per_angstrom": [[0.02, 0.04, -0.09], [-1.13, 1.21, -0.61], [1.29, -0.96, -2.55], [-0.14, -0.11, 0.11], [-1.31, 0.75, -0.05], [-0.86, 1.36, 0.35], [0.10, 0.07, 0.02], [0.01, -0.14, -0.08], [0.19, -0.42, 0.72], [0.01, -0.20, 0.69], [0.97, 0.06, 0.46], [-0.07, -0.14, 0.03], [0.93, -1.50, 1.02]],
  "charge": 0,
  "energy_ha": -282.647920,
  "gap_ev": 7.8,
  "lumo_energy_ev": 0.35,
  "e_homo_ev": -7.439,
  "e_above_lowest_kj_mol": 331.7,
  "fmax_ev_per_a": 3.02
}

{
  "formula": "C4H11N3O2",
  "method": "ωB97M-V/def2-TZVPD",
  "symbols": ["H", "N", "H", "N", "C", "C", "H", "O", "H", "O", "H", "N", "H", "H", "H", "C", "H", "H", "H", "C"],
  "xyz": [[2.118193, -0.139889, 1.129103], [-2.388866, 1.297331, -0.864405], [-1.163774, -0.229343, -2.330666], [-1.504619, -0.109363, 0.810033], [-1.682508, 0.203352, -0.412969], [2.167360, 0.067070, 0.070770], [-2.394097, -0.253171, 2.700996], [3.882854, -1.469493, 0.092821], [1.154070, 0.251901, -0.277162], [2.662163, -1.685970, -1.715729], [4.202296, -2.324935, -0.303528], [-0.962808, -0.481276, -1.374951], [2.813735, 0.913907, -0.227890], [-1.212975, 0.988582, 2.508846], [-2.003904, 1.755949, -1.694643], [2.827771, -1.047993, -0.715015], [-2.892333, 1.228800, 1.934152], [-0.840228, -1.444956, -1.094542], [-2.728210, 1.962773, -0.211056], [-2.054121, 0.516723, 1.975835]],
  "forces_ev_per_angstrom": [[0.51, -0.02, 0.10], [0.04, 0.25, -1.78], [-0.04, -0.66, 0.04], [-0.32, -1.02, -0.48], [0.75, 0.99, 1.65], [-0.26, 0.38, -2.09], [0.10, 0.19, -0.56], [0.14, -0.75, -0.47], [0.05, 0.01, -0.20], [-1.20, 1.10, -0.57], [-0.30, 1.24, 0.33], [-0.43, 0.28, 0.19], [-0.43, 0.05, 0.77], [-0.30, 0.22, -0.12], [-0.35, -0.36, 0.47], [1.48, -2.01, 2.17], [0.16, 0.07, -0.57], [0.21, 0.10, -0.58], [-0.05, 0.20, 0.70], [0.24, -0.26, 0.98]],
  "charge": 0,
  "energy_ha": -473.760612,
  "gap_ev": 9.3,
  "lumo_energy_ev": 0.74,
  "e_homo_ev": -8.567,
  "e_above_lowest_kj_mol": 110.7,
  "fmax_ev_per_a": 3.30
}

> Which formula does entry 2 have?

C6H14N2O2